The following is a DFT calculation (ωB97M-V/def2-TZVPD) of C6H6N2O2 as an isolated structure in a non-equilibrium geometry.

Results
E_HOMO (alpha / beta): -0.3268 / -0.3268 Eh
relative energy (zero: lowest compared OMol25 entry of this formula, charge and spin): 496.0 kJ/mol
energy: -13389.4855 eV
LUMO level (alpha / beta): -0.64 / -0.64 eV

```
! RIJCOSX wB97M-V def2-TZVPD def2/J DEFGRID3
* xyz 0 1
C -3.299 -0.297 0.655
C 1.390 -0.286 1.267
C 1.572 0.339 0.090
C -0.469 0.067 0.476
C 2.898 0.513 -0.593
C -2.533 -0.657 -0.495
N -3.814 0.137 1.538
N 0.018 -0.504 1.472
O 0.363 0.590 -0.498
O -2.626 -0.028 -1.641
H 2.121 -0.557 1.990
H 3.333 -0.489 -0.745
H 2.786 0.884 -1.519
H 3.606 1.099 0.018
H -2.230 -1.648 -0.449
H -3.115 0.837 -1.567
*
```

In elementary charge units, the Mulliken charges are: 0.270, -0.355, 0.711, 0.138, -1.328, -0.136, -0.312, -0.424, -0.331, -0.468, 0.404, 0.284, 0.392, 0.308, 0.458, 0.388